The following is a quantum chemistry calculation of C37H29ClMoN2O4S2Se as an isolated structure, from the OMol25 dataset.

```
77
Properties=species:S:1:pos:R:3:forces:R:3:mulliken_charge:R:1
Mo 0.98023 -0.29933 1.24866 -0.240 -0.123 0.004 -1.4228
O -3.49413 -1.06714 1.75035 0.047 0.091 0.005 0.0911
C -3.52061 -2.40458 1.51821 0.005 -0.114 -0.032 0.1696
C -4.69935 -3.13129 1.66430 0.013 0.010 -0.015 -1.0024
C -4.73247 -4.48384 1.37673 0.012 -0.012 -0.001 -0.5047
C -3.58762 -5.13186 0.93434 -0.016 -0.023 0.012 -0.8279
C -2.41554 -4.41145 0.79393 0.041 0.036 0.024 -0.5623
C -2.35417 -3.05070 1.08882 -0.085 0.074 0.043 0.2350
C -1.06358 -2.33165 0.92965 0.206 -0.086 -0.005 0.3409
O -0.77088 -1.37508 1.72618 -0.252 -0.127 -0.013 0.2975
N -0.26963 -2.75620 -0.02105 -0.092 -0.024 0.050 -0.9002
N 0.92849 -2.03714 0.00773 0.081 -0.057 -0.096 0.7837
C 1.85400 -2.60469 -0.68841 -0.083 0.037 -0.011 -0.0322
S 3.47868 -1.97631 -0.86014 0.081 -0.073 -0.019 -0.0916
C 4.15158 -3.57708 -1.38116 -0.022 0.008 -0.010 -0.6752
C 3.13375 -4.21662 -2.30087 -0.019 -0.002 0.009 -0.5786
S 1.51118 -4.11922 -1.49241 0.041 0.024 -0.015 -0.0292
H -4.38801 -0.74902 1.92161 0.027 -0.002 0.020 0.1989
H -5.59559 -2.62058 1.99883 -0.010 0.010 0.004 0.4649
H -5.65812 -5.03128 1.49768 -0.009 -0.004 0.000 0.3979
H -3.60790 -6.18874 0.70657 -0.001 -0.001 0.001 0.3955
H -1.50757 -4.89133 0.45441 -0.009 -0.006 -0.003 0.5068
H 4.33338 -4.19410 -0.50158 0.004 -0.002 -0.006 0.3042
H 5.09692 -3.38216 -1.88675 -0.001 0.003 0.001 0.4046
H 3.35294 -5.26977 -2.47407 -0.003 -0.004 0.005 0.3927
H 3.09112 -3.69833 -3.25870 0.005 -0.004 0.000 0.3004
Cl 5.69571 5.33395 0.13515 -0.007 -0.007 0.001 -0.2272
C 4.72405 3.89523 0.18062 0.016 -0.017 -0.034 0.1537
C 4.82770 2.96020 -0.85429 -0.039 -0.002 0.060 -0.6904
C 4.06843 1.81348 -0.83348 0.026 -0.004 -0.031 -0.5030
C 3.17645 1.55935 0.22024 -0.082 -0.039 -0.001 0.1148
O 2.47215 0.44878 0.20110 0.237 0.172 -0.105 0.0774
C 3.07102 2.51381 1.25132 0.015 0.013 -0.004 0.8039
C 2.15891 2.34867 2.35571 -0.137 -0.130 0.052 -0.3096
O 1.34969 1.43590 2.51172 0.277 0.194 -0.096 -0.2427
C 3.85901 3.67546 1.21982 0.001 0.007 0.023 -0.9467
H 5.51067 3.14768 -1.67152 0.012 0.009 -0.008 0.4380
H 4.13580 1.08094 -1.62660 0.006 0.008 -0.008 0.4584
H 2.19233 3.12517 3.13195 -0.013 0.009 -0.009 0.3341
H 3.77290 4.39961 2.02022 0.003 0.010 0.006 0.4457
Se 1.77567 -1.48548 3.36671 -0.092 0.103 0.060 -0.2424
C 0.43728 -0.77077 4.55409 0.150 -0.020 0.046 0.1583
C -0.75908 -1.44971 4.75831 0.013 0.024 -0.081 -0.2410
C -1.73365 -0.90696 5.58278 -0.028 -0.009 0.007 -0.4880
C -1.51773 0.30683 6.21916 -0.022 0.000 0.030 -0.5371
C -0.31071 0.96923 6.04545 0.031 -0.003 -0.008 -0.5839
C 0.66652 0.42958 5.22128 -0.096 -0.038 0.023 -0.3063
H -0.93112 -2.39090 4.25655 -0.011 -0.010 -0.046 0.3861
H -2.66703 -1.43714 5.72510 -0.004 -0.004 0.002 0.4060
H -2.28068 0.72821 6.86148 -0.006 0.002 -0.002 0.4119
H -0.12685 1.90663 6.55538 0.002 0.006 0.003 0.3805
H 1.60860 0.93955 5.08549 0.042 0.023 0.011 0.4660
C -5.17730 3.48949 1.27325 -0.004 -0.003 0.003 -0.4966
C -4.80967 2.86630 2.45799 -0.008 0.005 -0.003 -0.6515
C -3.57224 2.25079 2.56184 0.024 -0.020 0.015 -0.5606
C -2.68312 2.22953 1.48396 -0.002 -0.007 -0.011 0.4878
C -3.05716 2.87730 0.30543 0.002 -0.003 -0.003 -0.0461
C -4.29244 3.49814 0.20366 0.004 0.006 -0.009 -0.8232
C -1.40843 1.51259 1.66356 -0.005 0.032 -0.048 0.4453
C -0.62330 0.96010 0.74044 -0.055 0.101 0.229 0.5832
C -0.86619 0.83514 -0.71086 -0.011 -0.078 0.030 0.0134
C -1.91768 0.02423 -1.15263 0.009 0.011 -0.010 0.5396
C -2.14394 -0.15787 -2.50540 0.012 0.008 -0.005 -0.9453
C -1.32377 0.46210 -3.43977 -0.006 0.001 -0.014 -0.6056
C -0.27555 1.26480 -3.01339 0.016 0.005 -0.015 -0.9283
C -0.04208 1.44432 -1.65819 -0.013 -0.037 0.014 -0.1402
H -6.14093 3.97469 1.18816 -0.004 0.005 -0.003 0.3929
H -5.48533 2.86786 3.30435 0.004 -0.003 0.005 0.4029
H -3.27770 1.76855 3.48812 -0.011 -0.011 -0.003 0.4731
H -2.37650 2.90194 -0.53448 0.004 -0.003 -0.007 0.5558
H -4.56427 3.99632 -0.71824 -0.004 0.003 -0.007 0.4166
H -1.14305 1.34695 2.70665 0.003 0.020 -0.013 0.2225
H -2.55702 -0.44325 -0.41517 -0.017 0.013 -0.001 0.4967
H -2.96155 -0.78686 -2.83342 -0.004 -0.007 0.001 0.4470
H -1.50203 0.31980 -4.49766 0.002 -0.004 -0.011 0.3886
H 0.36442 1.75157 -3.73861 0.002 0.003 0.002 0.4380
H 0.77720 2.06948 -1.32787 0.047 0.034 0.021 0.5208
```
Forces are in eV/Å.

## Properties
Molar mass = 840.1 g/mol
Multiplicity = 3
LUMO level (alpha / beta) = -0.921 / -0.826 eV
Frontier orbital gap (alpha / beta) = 6.23 / 6.78 eV
F_max = 0.351 eV/Å
Energy = -5564.0471 Ha
HOMO (alpha / beta) = -7.152 / -7.604 eV